Density functional theory data (ωB97M-V/def2-TZVPD) for 13 unconnected molecules or ions with the total composition C52H78F3O38 at a distorted geometry.

Geometry as XYZ:
```
171
Properties=species:S:1:pos:R:3:forces:R:3:mulliken_charge:R:1
C -6.591 -3.581 5.212 0.2 0.4 0.2 0.586
H -0.241 1.452 1.358 -0.1 0.0 0.1 -0.673
C 2.760 0.899 -5.163 -0.9 -0.2 0.6 0.841
O -8.174 4.400 0.248 0.3 -0.3 -0.1 -0.399
C -1.663 -3.744 1.165 0.4 -0.9 0.7 1.480
O -2.213 -5.062 1.404 -0.1 0.0 -0.3 -0.480
H -6.516 -0.845 3.808 -0.2 -0.1 -0.1 0.196
C 0.601 6.004 0.963 -1.2 0.0 0.8 0.521
H -3.914 3.318 -1.087 -0.3 0.1 0.0 0.273
C -8.411 4.591 1.569 0.3 -0.5 -0.3 0.540
H 0.462 0.421 3.469 0.1 -0.2 -0.1 0.377
C -5.634 2.421 1.881 -0.5 0.0 0.1 -1.435
H 6.578 0.799 -2.033 -0.3 -0.5 0.2 -0.077
O 2.466 6.337 3.839 0.3 0.0 -0.1 -0.503
H 0.059 -4.741 1.903 -0.1 -0.1 0.2 0.575
F 1.868 1.387 0.330 -0.2 -0.2 0.1 0.165
H -0.141 -2.991 -5.489 0.5 0.8 -0.2 0.619
O 4.449 -1.783 0.645 0.6 -0.6 0.2 -0.511
H 2.478 -6.263 -0.197 -0.2 0.1 0.3 0.356
H 3.506 -3.610 -3.113 0.4 0.0 0.2 0.426
O 5.970 3.147 -5.163 0.0 0.4 -0.2 -0.539
C 1.088 1.026 -0.737 0.5 1.1 -0.1 -0.391
H -3.868 -3.086 3.189 0.3 -0.1 0.0 0.391
C -4.969 -2.063 4.683 0.6 -0.2 -0.1 0.434
H 5.294 2.927 1.454 -0.3 -0.2 0.0 0.287
H 4.141 2.155 -1.064 0.0 0.0 0.0 0.141
C 5.151 -0.651 0.755 -1.1 0.4 0.3 0.607
H -0.509 -3.441 2.983 0.1 -0.1 0.1 0.224
H -3.377 -1.368 3.403 -0.1 0.0 -0.2 0.332
C -4.147 3.705 -2.090 0.9 -0.7 0.7 -1.596
H -5.583 4.509 1.500 -0.2 0.1 0.4 0.169
C 6.328 2.208 -4.538 -0.4 -0.2 0.1 0.590
C -6.194 -1.887 3.778 0.6 1.5 0.6 -0.202
O 5.245 7.041 1.056 0.4 1.8 0.3 -0.530
O 1.672 -5.589 -3.136 0.7 -0.7 0.0 -0.405
O 1.787 5.831 1.742 0.4 -0.1 -0.2 -0.177
O -4.141 1.974 -6.252 -0.2 -0.4 -1.3 -0.508
H 1.504 -4.757 -0.296 -0.3 0.0 0.0 -0.477
H -6.299 1.562 1.769 0.1 0.0 -0.2 0.366
H 3.569 -5.868 -2.113 -0.3 -0.5 -0.8 0.321
H -1.982 -2.827 -0.774 0.2 0.1 -0.1 0.173
O 4.621 5.367 -0.292 -0.4 0.0 0.4 -0.540
H -0.438 -3.719 -0.637 0.0 0.1 -0.1 -0.574
C -0.484 0.087 3.041 -0.5 0.8 -0.1 -0.972
H -2.368 2.773 -2.817 0.1 0.4 -0.6 0.031
C -2.513 -1.911 -4.509 -0.2 -0.5 0.3 -0.181
C 3.384 -0.409 2.163 -0.4 -1.3 1.7 -0.041
O 0.104 -0.535 0.856 0.6 0.2 0.5 0.098
C -1.457 -2.869 -3.860 -1.1 1.0 -0.7 2.731
H -0.705 -2.250 5.860 -0.2 0.4 0.2 0.157
H 0.246 -0.022 -5.097 -0.1 0.1 -0.2 0.445
H -5.221 3.738 -2.239 0.0 0.0 -0.2 0.398
H -1.268 0.630 3.578 0.0 -0.1 0.2 0.590
C 0.317 -1.933 6.067 0.4 0.0 0.2 -1.021
H 7.658 -0.492 -4.422 0.1 0.2 -0.3 0.292
C -0.073 -2.738 -4.432 0.2 -1.4 1.0 -0.591
C 4.563 3.729 1.375 0.3 0.3 -0.3 -0.167
O -7.184 -2.688 4.383 -0.1 -0.3 -0.6 -0.367
O 3.164 1.082 -6.509 0.0 0.1 0.1 -0.424
H 1.575 2.646 -4.450 0.2 0.0 0.0 0.281
H 0.540 0.528 -3.484 0.0 0.1 0.0 0.041
O -2.005 -4.147 -4.202 0.4 -0.3 0.7 -0.457
H -1.671 0.371 1.279 -0.1 0.3 -0.1 0.160
H 1.152 -1.016 -0.800 0.3 0.0 0.6 -1.567
O 0.465 7.009 3.083 0.1 0.1 -0.2 -0.407
O 5.229 4.925 1.794 -0.5 0.0 0.4 -0.443
O -4.202 0.945 -4.257 0.1 -1.0 0.4 -0.365
C 1.669 6.393 2.966 -0.5 0.1 0.1 0.507
C 6.292 0.485 -3.039 0.5 0.7 1.2 0.826
O 1.194 2.095 -6.396 -0.5 -0.1 0.2 -0.439
O 6.165 -0.396 0.199 0.5 0.0 -0.2 -0.608
C 3.148 -3.031 2.268 0.3 0.8 0.0 -1.357
H 0.741 6.739 0.170 0.5 -0.1 0.0 0.262
C 0.750 -6.470 -2.647 0.0 0.0 -0.1 0.568
H 1.674 -1.659 7.717 -0.1 0.0 -0.1 0.343
H 2.458 0.153 2.186 0.2 0.4 -0.7 -0.343
H 3.986 -3.057 2.967 0.1 -0.2 -0.1 0.522
H 4.434 -0.499 -2.585 0.2 0.3 0.1 -0.264
O -2.767 -6.824 0.140 -0.3 -1.1 -0.2 -0.558
O -0.809 -1.535 9.391 0.3 0.2 0.3 -0.356
H 0.406 4.598 -0.633 0.1 -0.3 0.1 0.306
H -3.049 0.650 -2.530 0.2 0.1 -0.3 -0.464
C -0.455 -2.841 9.321 0.5 0.4 -0.8 0.627
H -0.952 7.472 1.652 0.1 0.1 -0.1 0.328
C -6.324 3.701 1.481 0.2 -0.1 -0.5 0.704
C 1.455 1.723 -5.015 0.1 -0.3 -0.7 0.655
H -2.879 -2.545 4.596 0.0 -0.2 -0.1 0.101
C 2.104 1.568 -7.223 0.9 0.3 0.2 0.525
H 5.129 -0.927 -4.105 0.2 -0.3 0.0 0.589
C -0.618 0.447 1.568 -0.2 -0.8 0.1 0.582
C 5.030 5.904 0.890 -0.1 -1.7 -0.8 0.485
F 0.383 2.147 -1.028 -0.2 -0.6 -0.1 -0.279
C 4.133 4.033 -0.066 0.1 -0.1 -0.3 2.023
C 0.111 4.666 0.415 0.3 0.7 -0.9 -1.375
H 3.193 -3.850 1.553 0.0 -0.3 0.3 0.138
C 5.395 -0.713 -3.064 -0.9 -0.1 -0.4 -1.145
O -3.781 3.113 -4.364 0.7 -0.5 -0.2 -0.488
O 0.282 -3.073 8.201 -0.1 0.4 0.2 -0.394
H 3.642 -3.632 -1.296 0.3 0.1 -0.3 0.358
H 2.230 -3.061 2.854 -0.1 -0.1 -0.2 0.044
H 0.407 -3.088 1.501 -0.4 0.3 0.0 -0.275
O 0.055 -7.149 -3.316 -0.2 0.1 0.1 -0.503
H 2.557 -0.171 -5.042 -0.1 0.1 0.1 -0.055
O -9.352 5.153 2.000 -0.5 0.3 0.3 -0.506
O -7.434 4.021 2.321 0.2 0.1 -0.2 -0.409
O -3.474 -2.788 -5.120 0.0 0.4 -0.3 -0.442
O 4.492 0.228 1.563 0.1 0.1 -0.2 -0.301
H -0.633 -0.982 3.175 0.1 0.0 0.1 -0.045
H -6.301 4.327 -0.566 -0.1 -0.1 -0.3 0.026
C -3.137 -4.066 -4.928 0.8 0.0 -0.1 0.564
H 5.725 2.869 -0.899 0.2 0.2 -0.4 0.346
C -4.036 1.975 -5.086 0.0 1.1 1.1 0.589
H 3.472 1.186 -4.396 0.5 0.2 -0.5 -0.496
H -1.088 -0.510 7.652 0.0 0.1 0.1 0.238
H 4.505 3.511 -2.112 0.3 0.0 -0.1 0.391
H -5.930 -2.116 2.744 -0.5 -0.6 0.0 0.245
C 0.316 -0.315 -0.544 0.2 -1.6 -1.3 1.632
O -5.303 -3.241 5.429 0.1 0.0 -0.2 -0.412
O -0.735 -3.666 10.113 -0.3 -0.4 0.5 -0.504
H -3.095 -1.366 -3.773 0.4 0.3 0.1 0.033
C 3.010 -3.836 -2.167 0.1 0.2 -0.1 -0.766
O 0.763 -6.451 -1.289 -0.1 0.1 0.0 -0.347
H -4.762 2.324 1.237 0.1 -0.3 0.1 0.322
C -0.379 6.617 1.998 0.4 -0.5 0.4 -0.488
C 2.632 -5.306 -2.124 -1.0 1.7 1.3 0.436
H 3.041 4.055 -0.102 0.1 0.1 -0.2 -0.761
H 0.497 3.802 0.947 0.1 0.1 0.2 0.025
O -0.682 -0.589 -1.335 -0.5 1.2 0.1 -0.484
H -0.972 4.643 0.407 -0.3 -0.1 0.2 0.659
H -3.689 4.687 -2.122 -0.2 0.3 -0.3 0.400
H 0.408 -1.842 -4.051 -0.2 0.5 -0.8 -0.300
H -2.107 -1.246 -5.269 0.0 0.0 0.0 0.157
C -1.489 -3.694 -0.348 -0.5 -0.1 0.2 0.641
C -6.931 3.705 0.061 0.2 0.7 0.6 -0.020
F 1.995 0.893 -1.740 -0.3 -0.1 -0.2 -0.023
H 3.665 3.562 1.969 0.3 -0.1 0.4 0.180
C -3.856 1.287 -2.903 -0.2 -0.2 -0.2 0.451
C 0.324 0.883 -4.493 -0.1 -0.5 0.3 -0.945
C 3.237 -1.761 1.459 0.0 0.8 -1.6 2.927
H 8.455 0.537 -3.197 0.2 0.0 -0.1 0.337
O 2.074 1.574 -8.409 -0.2 0.1 -0.1 -0.565
C -3.684 -2.288 3.907 -0.3 0.1 0.3 -1.216
O 7.502 1.569 -4.708 0.3 -0.1 -0.2 -0.366
O 5.587 1.628 -3.563 0.5 -0.4 -0.6 -0.166
C -0.253 -0.799 8.301 -1.0 -0.5 -0.8 -0.382
H 2.471 -1.685 0.679 -0.3 -0.2 0.5 -1.525
H 0.547 -3.525 -3.981 -0.2 -0.1 -0.2 -0.236
C -2.384 -5.717 0.226 -0.2 1.1 0.3 0.395
H -0.655 1.361 -4.458 0.1 0.3 -0.2 -0.027
H -1.059 5.862 2.404 -0.1 0.0 -0.2 0.269
H -1.468 -2.666 -2.793 0.1 -0.5 0.1 -1.407
C -3.440 2.755 -3.039 -0.5 0.2 1.1 1.032
H -4.702 1.091 -2.237 -0.2 0.3 -0.3 0.297
H 0.942 -2.695 5.600 0.2 0.1 0.1 0.321
H -4.805 -1.258 5.402 -0.4 0.1 0.0 0.411
H 0.239 0.116 8.618 0.3 -0.2 0.3 0.322
C 0.604 -1.826 7.550 0.3 -0.5 0.2 0.375
H -5.331 2.449 2.927 0.2 0.1 0.0 0.381
H 2.186 -3.118 -2.110 -0.4 -0.5 0.1 -0.319
O -2.138 -4.883 -0.801 0.3 -0.1 -0.4 -0.420
H 3.600 -0.622 3.221 0.3 0.2 -0.1 0.423
C 1.838 -5.647 -0.830 0.9 -0.5 -0.5 0.435
H -7.049 2.716 -0.384 -0.4 0.0 0.1 0.298
O -3.695 -5.008 -5.380 -0.5 -0.2 0.0 -0.577
H 5.760 -1.605 -2.558 0.5 0.1 -0.1 0.509
C 4.684 3.102 -1.123 -0.5 -0.3 0.6 -1.488
C 7.596 0.437 -3.853 -0.7 -0.3 0.2 -0.433
H 0.552 -0.951 5.650 -0.2 -0.1 -0.4 0.295
C -0.357 -3.733 1.944 0.4 0.4 -0.2 -1.065
H -2.413 -3.060 1.554 0.2 0.3 -0.2 -0.197
O -7.137 -4.494 5.718 -0.4 -0.5 0.2 -0.512
```
Forces are in eV/Å.

Strongest force on any atom = 2.37 eV/Å
Gap between HOMO and LUMO = 7.728 eV
Relative energy (zero: lowest compared OMol25 entry of this formula, charge and spin) = 103.4 kJ/mol
Energy = -141151.54354 eV
Spin multiplicity = 1
Total charge = -1

Density functional theory data (ωB97M-V/def2-TZVPD) for a molecular structure, C16H27NO3 at a distorted geometry.

Geometry as XYZ:
```
47
Properties=species:S:1:pos:R:3:forces:R:3:mulliken_charge:R:1
H -2.897 -3.622 1.923 -1.2 1.3 -2.6 0.159
H 3.725 2.478 1.404 0.5 -1.5 -0.5 0.477
C -4.559 -3.809 0.386 -3.0 9.1 2.3 -0.814
H 0.600 -2.751 -0.989 0.7 -0.1 0.1 0.423
C -2.024 -2.855 -0.021 -8.3 7.6 -1.1 -0.879
H 1.157 0.011 -2.451 4.4 1.1 3.2 0.373
H -0.385 -2.872 1.447 -1.7 2.4 -2.3 0.177
N 2.140 0.212 -1.691 -3.3 -0.9 -4.7 -0.138
H 2.048 2.349 2.309 0.0 -1.3 -1.3 0.268
H -5.789 -3.094 1.969 -1.7 4.9 2.2 0.398
H -4.261 -4.584 -0.059 2.2 -6.7 -3.0 0.638
H -5.170 -4.722 2.302 -0.4 0.4 0.0 0.295
H 3.771 5.338 4.552 -0.2 -1.2 -1.4 0.387
C 3.581 4.627 3.709 -1.7 -2.3 -2.0 -0.264
C 1.265 -0.997 0.154 7.5 -12.5 -2.2 -0.732
H 0.031 2.071 -2.110 0.9 2.6 -0.6 -0.064
H 1.741 -1.852 1.108 -1.2 2.5 -2.3 0.088
H -1.872 -3.686 -0.412 1.8 -7.8 -3.1 0.641
H -3.594 -2.156 1.436 -0.8 2.4 0.2 0.440
O 0.631 2.181 0.457 1.1 -2.0 2.7 -0.497
H -1.440 -1.041 0.971 2.2 -3.1 -1.1 0.048
C 0.311 -1.836 -0.495 -6.9 1.8 -0.7 -0.459
C 2.793 2.869 1.704 3.4 1.3 8.4 -0.045
C -5.624 -3.986 1.628 1.3 -7.3 -7.8 -1.001
H 0.076 3.608 -2.986 -2.3 2.2 -4.0 0.655
C -0.921 -2.134 0.493 2.8 1.9 4.4 -0.250
H -4.934 -3.124 -0.506 -0.6 -1.5 1.5 0.286
H -2.575 -2.256 -1.002 2.0 -1.0 1.8 0.200
H 2.688 -1.678 -1.238 2.2 -8.9 -4.9 0.840
H 3.391 -0.402 -0.258 -0.8 -1.3 -0.7 0.286
C 0.762 3.978 -1.144 7.5 -7.8 0.6 -1.603
H 2.593 3.156 -2.823 6.8 6.9 -0.7 0.828
H -6.448 -4.556 0.838 1.3 1.8 3.3 0.243
C 3.163 3.814 2.847 2.7 3.0 3.4 -0.711
C 2.532 -0.879 -0.835 -2.7 10.8 7.2 -1.231
H 1.461 4.671 -1.234 2.9 3.6 -0.9 0.517
H 1.250 -0.208 0.604 -1.9 9.1 4.7 0.762
H 1.947 2.017 -3.797 -0.1 0.2 1.1 0.325
C 0.683 3.078 -2.426 -1.2 -4.7 7.4 0.033
C 2.761 1.428 -1.681 -6.2 -0.3 -3.1 0.553
H -0.093 4.308 -1.052 -8.4 3.4 2.0 0.732
O 3.542 1.719 -0.855 2.9 1.5 1.6 -0.599
C -3.416 -2.935 0.778 5.6 -4.7 4.5 -0.657
O 2.323 3.710 0.810 0.5 1.8 -1.4 -0.215
C 1.385 3.089 0.299 -8.6 2.7 -9.9 0.752
C 1.938 2.512 -2.780 -1.2 -8.2 -1.0 -1.788
H -0.289 -1.194 -1.284 1.2 -1.1 0.8 0.124
```
Forces are in eV/Å.

Strongest force on any atom = 14.77 eV/Å
Gap between HOMO and LUMO = 9.840 eV
Relative energy (zero: lowest compared OMol25 entry of this formula, charge and spin) = 1872.6 kJ/mol
Energy = -24645.08800 eV
Spin multiplicity = 1

Density functional theory data (ωB97M-V/def2-TZVPD) for a molecular structure, C4H10N2O at a distorted geometry.

Geometry as XYZ:
```
17
Properties=species:S:1:pos:R:3:forces:R:3:mulliken_charge:R:1
H 1.497 2.024 -1.090 -2.1 -0.9 4.3 0.309
H 0.386 -0.336 2.054 -1.5 -0.8 -1.9 0.319
C 1.231 -0.840 -0.794 -2.7 2.1 -2.1 -0.555
C 1.261 0.258 0.224 1.0 3.8 1.2 -0.227
H 0.267 -0.378 -1.425 3.2 -1.0 -0.1 0.240
N 0.464 -1.666 0.140 -1.7 -0.7 0.4 -0.649
H -0.364 -1.820 -0.465 0.3 -1.0 1.3 0.370
H 2.062 -1.285 -1.355 -0.3 0.4 0.2 0.313
H -1.887 -0.749 1.395 -0.3 1.7 -1.8 0.275
O -1.927 -0.013 -0.810 -2.0 0.7 2.6 -0.544
C -1.477 0.053 0.641 2.3 -3.2 -0.1 -0.855
H -2.865 0.439 -0.727 2.8 -1.5 -0.6 0.332
C 0.130 -0.399 0.905 -1.9 -0.3 1.6 0.099
N 0.867 1.712 -0.010 2.2 -0.3 -5.8 -0.752
H 2.080 0.343 0.982 -0.1 -0.5 -1.1 0.367
H -1.678 1.059 0.841 0.0 1.3 1.4 0.587
H -0.048 1.599 -0.509 0.7 0.3 0.6 0.373
```
Forces are in eV/Å.

Strongest force on any atom = 6.20 eV/Å
Gap between HOMO and LUMO = 9.695 eV
Relative energy (zero: lowest compared OMol25 entry of this formula, charge and spin) = 572.4 kJ/mol
Energy = -9333.05511 eV
Spin multiplicity = 1